Entry 1:
Formula: C38H78ClFN5O10P
Source: OMol25
Level of theory: ωB97M-V/def2-TZVPD

Results
Orbital gap   9.234 eV
SMILES string   Cc1ccccc1C[C@]1(CCOC=O)C(=O)O[C@@](CCF)(P(O)Cl)[C@@H]1C.COC[C@@H](C)N.COC[C@@H](C)N.COC[C@@H](C)N.COC[C@@H](C)N.COC[C@@H](C)N
Electronic energy   -3422.1892 hartree
Highest occupied orbital energy   -8.911 eV
LUMO   0.0119 hartree
M   850.49 g/mol

CARTESIAN COORDINATES (ANGSTROEM)
C (5.229, -0.076, -1.192)
C (5.361, -1.590, -1.123)
C (6.351, -2.073, -0.294)
C (6.613, -3.422, -0.151)
C (5.822, -4.297, -0.864)
C (4.837, -3.824, -1.694)
C (4.571, -2.478, -1.859)
C (3.514, -1.910, -2.801)
C (2.111, -1.663, -2.185)
C (1.518, -0.374, -2.870)
C (1.182, 0.793, -1.912)
O (-0.187, 0.749, -1.425)
C (-0.977, 1.561, -2.187)
O (-1.602, 2.450, -1.657)
C (1.917, -1.650, -0.661)
O (2.669, -1.466, 0.252)
O (0.561, -1.839, -0.463)
C (-0.053, -2.724, -1.399)
C (-0.392, -4.025, -0.649)
C (-1.531, -3.876, 0.386)
F (-1.661, -2.603, 0.897)
P (-1.481, -2.035, -2.420)
O (-2.757, -1.731, -1.426)
Cl (-1.986, -3.701, -3.594)
C (1.097, -2.814, -2.505)
C (1.630, -4.264, -2.536)
H (4.672, 0.289, -2.058)
H (6.247, 0.334, -1.260)
H (4.799, 0.345, -0.273)
H (6.975, -1.368, 0.255)
H (7.421, -3.756, 0.493)
H (6.008, -5.367, -0.788)
H (4.271, -4.570, -2.249)
H (3.404, -2.634, -3.622)
H (3.944, -1.020, -3.262)
H (0.599, -0.589, -3.427)
H (2.209, 0.038, -3.616)
H (1.246, 1.714, -2.518)
H (1.895, 0.935, -1.094)
H (-1.034, 1.388, -3.279)
H (-0.730, -4.769, -1.380)
H (0.487, -4.399, -0.114)
H (-1.280, -4.527, 1.237)
H (-2.480, -4.272, -0.002)
H (-2.933, -0.787, -1.537)
H (0.682, -2.686, -3.518)
H (2.429, -4.377, -3.281)
H (2.068, -4.562, -1.578)
H (0.843, -4.957, -2.849)
C (2.182, 5.488, -4.773)
O (1.594, 4.512, -3.932)
C (0.956, 5.027, -2.774)
C (-0.471, 5.553, -3.004)
C (-0.521, 6.918, -3.684)
N (-1.278, 4.608, -3.780)
H (2.593, 6.325, -4.201)
H (1.461, 5.852, -5.508)
H (2.995, 5.009, -5.319)
H (0.892, 4.184, -2.080)
H (1.587, 5.783, -2.291)
H (-0.933, 5.664, -2.019)
H (-0.314, 6.858, -4.752)
H (-1.515, 7.354, -3.576)
H (0.196, 7.609, -3.233)
H (-1.319, 3.729, -3.268)
H (-0.752, 4.378, -4.620)
C (-6.535, 1.112, 2.234)
O (-6.713, -0.223, 1.794)
C (-5.618, -0.762, 1.075)
C (-4.473, -1.283, 1.956)
C (-3.606, -0.173, 2.539)
N (-4.971, -2.127, 3.049)
H (-5.949, 1.704, 1.525)
H (-6.064, 1.130, 3.219)
H (-7.520, 1.567, 2.334)
H (-6.026, -1.607, 0.514)
H (-5.250, -0.041, 0.332)
H (-3.828, -1.895, 1.322)
H (-4.086, 0.343, 3.371)
H (-2.671, -0.587, 2.920)
H (-3.353, 0.568, 1.776)
H (-5.465, -2.921, 2.652)
H (-5.700, -1.604, 3.528)
C (-4.192, 2.345, 5.926)
O (-3.724, 2.463, 7.258)
C (-2.993, 1.345, 7.732)
C (-1.515, 1.325, 7.305)
C (-1.305, 0.907, 5.853)
N (-0.871, 2.625, 7.523)
H (-4.468, 1.316, 5.678)
H (-3.440, 2.713, 5.224)
H (-5.075, 2.976, 5.824)
H (-3.027, 1.416, 8.822)
H (-3.499, 0.409, 7.463)
H (-1.007, 0.586, 7.931)
H (-1.556, 1.702, 5.149)
H (-0.258, 0.653, 5.681)
H (-1.905, 0.029, 5.606)
H (-0.923, 2.857, 8.512)
H (-1.453, 3.331, 7.078)
C (4.483, -6.946, -4.881)
O (4.932, -6.919, -3.538)
C (5.680, -8.054, -3.137)
C (7.163, -8.016, -3.542)
C (7.402, -8.324, -5.017)
N (7.785, -6.727, -3.221)
H (4.231, -7.959, -5.207)
H (5.229, -6.510, -5.548)
H (3.586, -6.328, -4.943)
H (5.630, -8.063, -2.045)
H (5.194, -8.976, -3.481)
H (7.674, -8.791, -2.962)
H (7.149, -7.483, -5.662)
H (8.455, -8.549, -5.187)
H (6.820, -9.190, -5.337)
H (7.717, -6.567, -2.220)
H (7.200, -5.997, -3.622)
C (-4.370, 7.667, 5.075)
O (-5.437, 7.668, 4.144)
C (-5.054, 7.466, 2.796)
C (-4.837, 5.995, 2.407)
C (-3.520, 5.416, 2.915)
N (-5.937, 5.142, 2.868)
H (-3.460, 8.103, 4.654)
H (-4.171, 6.655, 5.435)
H (-4.678, 8.266, 5.933)
H (-5.884, 7.853, 2.197)
H (-4.178, 8.078, 2.548)
H (-4.810, 5.951, 1.314)
H (-3.551, 5.187, 3.981)
H (-3.295, 4.483, 2.396)
H (-2.692, 6.105, 2.736)
H (-6.804, 5.467, 2.448)
H (-6.067, 5.324, 3.861)



Entry 2:
Formula: C5H11N
Source: OMol25
Level of theory: ωB97M-V/def2-TZVPD

Results
Orbital gap   10.169 eV
SMILES string   C/C=N/C(C)C
Electronic energy   -251.7759 hartree
Highest occupied orbital energy   -9.044 eV
LUMO   0.0413 hartree
M   85.15 g/mol

CARTESIAN COORDINATES (ANGSTROEM)
C (-1.804, -2.211, 0.427)
C (-0.724, -1.176, 0.234)
N (-0.967, 0.012, -0.088)
C (0.229, 1.219, 0.050)
C (1.433, 0.667, 0.690)
C (0.581, 1.608, -1.384)
H (-2.361, -2.273, -0.569)
H (-1.367, -3.180, 0.726)
H (-2.581, -1.911, 1.067)
H (0.202, -1.629, 0.759)
H (-0.293, 1.859, 0.652)
H (2.421, 1.292, 0.541)
H (1.334, 0.612, 1.895)
H (1.708, -0.269, 0.400)
H (1.259, 2.519, -1.540)
H (-0.297, 2.010, -1.983)
H (1.225, 0.850, -1.878)



Entry 3:
Formula: C59H55FeO2P3STe
Source: OMol25
Level of theory: ωB97M-V/def2-TZVPD

Results
Orbital gap (spin up / spin down)   7.175 / 6.503 eV
Charge   +2
Electronic energy   -5385.2586 hartree
Highest occupied orbital energy (spin up / spin down)   -11.751 / -11.745 eV
LUMO (spin up / spin down)   -0.1681 / -0.1926 hartree
M   1104.52 g/mol
2S+1   5

CARTESIAN COORDINATES (ANGSTROEM)
Fe (-0.079, -0.907, 0.173)
O (1.736, -0.214, -0.360)
S (2.596, 0.392, 0.781)
C (3.762, 1.497, 0.001)
C (5.039, 1.135, -0.406)
C (5.850, 2.102, -0.978)
C (5.386, 3.401, -1.137)
C (4.088, 3.737, -0.765)
C (3.251, 2.793, -0.184)
P (1.440, 3.009, 0.133)
C (0.984, 4.125, -1.232)
C (1.025, 3.569, -2.515)
C (0.602, 4.305, -3.612)
C (0.126, 5.601, -3.438)
C (0.074, 6.152, -2.167)
C (0.498, 5.416, -1.063)
C (1.336, 3.996, 1.662)
C (0.525, 3.482, 2.677)
C (0.374, 4.162, 3.879)
C (1.044, 5.360, 4.081)
C (1.869, 5.872, 3.087)
C (2.017, 5.194, 1.887)
C (3.593, -0.978, 1.343)
C (4.795, -0.689, 1.988)
C (5.578, -1.717, 2.481)
C (5.140, -3.029, 2.374)
C (3.900, -3.300, 1.823)
C (3.090, -2.285, 1.300)
P (1.446, -2.817, 0.654)
C (0.870, -3.865, 2.050)
C (1.127, -3.482, 3.371)
C (0.606, -4.208, 4.434)
C (-0.189, -5.322, 4.191)
C (-0.457, -5.703, 2.886)
C (0.065, -4.979, 1.820)
C (1.849, -3.953, -0.710)
C (3.138, -4.348, -1.058)
C (3.333, -5.239, -2.107)
C (2.251, -5.741, -2.818)
C (0.966, -5.325, -2.499)
C (0.771, -4.431, -1.458)
H (5.400, 0.121, -0.303)
H (6.846, 1.835, -1.309)
H (6.031, 4.151, -1.579)
H (3.717, 4.738, -0.950)
H (1.389, 2.554, -2.649)
H (0.637, 3.869, -4.603)
H (-0.204, 6.179, -4.293)
H (-0.298, 7.160, -2.029)
H (0.438, 5.852, -0.072)
H (0.018, 2.535, 2.517)
H (-0.263, 3.760, 4.659)
H (0.931, 5.894, 5.016)
H (2.398, 6.803, 3.250)
H (2.667, 5.601, 1.120)
H (5.117, 0.337, 2.106)
H (6.528, -1.491, 2.950)
H (5.754, -3.843, 2.743)
H (3.534, -4.319, 1.818)
H (1.774, -2.637, 3.587)
H (0.836, -3.913, 5.450)
H (-0.585, -5.898, 5.019)
H (-1.071, -6.574, 2.690)
H (-0.139, -5.305, 0.807)
H (4.003, -3.963, -0.532)
H (4.340, -5.540, -2.367)
H (2.411, -6.448, -3.623)
H (0.114, -5.691, -3.061)
H (-0.231, -4.103, -1.229)
C (-3.224, 3.275, -1.548)
Te (-1.977, 2.379, -0.060)
C (-2.928, 3.726, 1.301)
C (-4.169, 4.208, 0.590)
C (-5.172, 4.873, 1.292)
C (-6.287, 5.357, 0.628)
C (-6.408, 5.180, -0.745)
C (-5.418, 4.511, -1.447)
C (-4.297, 4.017, -0.785)
H (-3.649, 2.514, -2.201)
H (-2.600, 3.937, -2.148)
H (-2.228, 4.537, 1.499)
H (-3.153, 3.227, 2.243)
H (-5.075, 5.016, 2.363)
H (-7.066, 5.867, 1.182)
H (-7.278, 5.558, -1.267)
H (-5.519, 4.366, -2.518)
C (-2.482, -0.096, 2.682)
C (-1.240, -0.720, 3.257)
O (-0.129, -0.556, 2.316)
H (-3.346, -0.367, 3.292)
H (-2.667, -0.442, 1.662)
H (-2.404, 0.991, 2.655)
H (-1.371, -1.785, 3.447)
H (-0.956, -0.232, 4.187)
H (0.687, -0.783, 2.777)
C (-3.354, -0.595, -1.635)
P (-1.841, -1.566, -1.353)
C (-1.115, -1.748, -3.000)
C (0.276, -1.676, -3.125)
C (0.879, -1.773, -4.370)
C (0.094, -1.929, -5.503)
C (-1.291, -1.985, -5.392)
C (-1.898, -1.893, -4.148)
C (-2.558, -3.154, -0.828)
C (-3.018, -4.110, -1.733)
C (-3.664, -5.247, -1.270)
C (-3.875, -5.428, 0.094)
C (-3.411, -4.486, 1.000)
C (-2.741, -3.360, 0.539)
H (-4.071, -1.218, -2.165)
H (-3.115, 0.287, -2.228)
H (-3.783, -0.278, -0.686)
H (0.899, -1.543, -2.247)
H (1.958, -1.724, -4.454)
H (0.558, -1.996, -6.480)
H (-1.905, -2.092, -6.279)
H (-2.979, -1.934, -4.084)
H (-2.858, -3.978, -2.798)
H (-4.011, -5.993, -1.975)
H (-4.402, -6.307, 0.447)
H (-3.569, -4.628, 2.063)
H (-2.356, -2.639, 1.256)